# 1
162
Properties=species:S:1:pos:R:3:lowdin_spin:R:1 method="wB97M-V/def2-TZVPD" homo_lumo_gap_ha="0.0759 / 0.3133" total_charge=-1 lumo_energy_ev="2.1 / 2.1" e_tot_ev=-91026.5331 homo_ev="0.011 / -6.460" multiplicity=2
H 0.29 3.07 4.86 0.0868
H -6.11 -2.18 -2.28 0.0000
C 8.61 -1.57 2.40 0.0000
H -7.22 -3.24 3.13 0.0001
N -5.86 -2.24 1.84 0.0003
C -5.15 6.53 -2.12 0.0066
H -8.76 -0.12 -2.06 0.0000
H 0.70 0.60 -0.90 0.0051
C -7.08 -1.73 -2.07 0.0001
C 6.29 0.11 4.60 0.0014
O 9.64 -2.43 2.81 0.0000
H 2.07 0.73 -2.14 0.0005
H 9.23 0.82 5.72 0.0000
C 7.88 -3.13 -0.74 0.0000
H -4.56 1.58 -0.40 0.0021
H 0.73 -0.59 -3.60 0.0000
H 9.07 -5.29 -2.77 0.0000
H -0.69 -0.82 -1.08 0.0005
O 7.56 0.00 5.27 0.0003
H -1.00 -1.76 0.61 0.0009
H -4.90 4.26 -1.41 0.0049
C 8.33 1.15 5.19 0.0001
H -3.80 0.90 0.99 0.0171
O -7.10 -0.62 -2.95 0.0000
H 9.67 -3.77 -2.18 0.0000
H -5.10 -0.68 -6.20 0.0000
O -4.90 5.41 -2.91 0.0040
H -2.66 0.05 -6.43 0.0000
C -7.44 1.73 -2.20 0.0006
N -2.96 0.80 -5.83 0.0000
H 5.89 2.19 -1.24 0.0005
C -4.09 0.67 -0.03 0.0138
H -6.08 6.45 -1.57 0.0013
H 11.17 -1.51 1.68 0.0000
H 6.22 0.20 -2.38 0.0001
H 2.27 -2.45 -0.68 0.0000
H -0.24 -3.03 1.71 0.0010
C -6.83 2.32 3.97 0.0268
H 8.83 -2.80 -0.33 0.0000
H 11.20 -1.11 3.35 0.0000
H 1.55 4.15 4.33 0.0144
H 0.80 3.76 -3.88 0.0010
N 1.19 3.22 4.43 0.0468
C 8.76 -4.28 -2.51 0.0000
C -7.05 -2.23 2.76 0.0007
H -6.35 2.45 -3.72 0.0000
H 8.61 1.30 4.15 0.0000
H 7.27 -3.27 0.16 0.0000
H 5.73 0.91 5.08 0.0008
H 5.35 -1.50 2.09 0.0002
C -3.09 -0.54 -1.88 0.0010
H -4.69 -0.24 0.02 0.0004
H 1.30 -1.80 -2.60 0.0000
H -6.93 -1.50 3.56 0.0005
H -8.75 0.67 -3.43 0.0000
O -0.72 2.28 -5.00 0.0007
H 7.08 -2.26 3.80 0.0000
N 0.71 1.38 3.26 0.0516
C 0.67 -0.91 -2.56 0.0005
N 7.36 -0.77 -0.96 0.0000
H 9.24 0.99 -0.22 0.0000
H 2.37 0.56 0.99 0.0027
O -2.21 -3.09 1.71 0.0048
C 1.36 0.09 -1.61 0.0032
N 4.20 -4.82 -0.43 0.0001
H 5.44 0.79 2.73 0.0005
N -2.11 3.15 -3.53 0.0017
H -11.11 -2.68 1.79 0.0000
H -6.00 2.00 2.13 0.0041
H -4.32 3.73 3.47 0.0701
H 6.38 -2.33 -2.07 0.0000
H 7.90 0.76 -2.47 0.0000
H -4.94 1.43 3.39 0.0371
O 7.96 -4.38 -1.40 0.0000
H -2.22 3.81 -2.77 0.0056
C -3.38 -2.44 1.33 0.0040
C -8.29 -1.73 1.93 0.0002
H -4.33 6.64 -1.41 0.0060
O 1.97 -0.76 -0.58 0.0026
O -7.68 1.09 3.94 0.0059
H 1.95 -4.03 -1.18 0.0001
H -8.02 2.09 -1.35 0.0007
H 8.39 1.21 1.28 0.0000
H 4.86 -5.07 0.29 0.0000
H -6.39 1.61 -1.95 0.0002
C -10.27 -2.84 1.12 0.0001
C -4.18 0.91 -5.26 0.0000
C -4.48 -2.57 2.38 0.0068
C -1.68 -0.33 -2.61 0.0007
O 4.34 -2.82 0.46 0.0011
H 3.83 -5.39 -1.18 0.0000
H 8.06 -1.88 -2.55 0.0000
H -2.92 2.62 -3.81 0.0001
H -3.28 -1.37 1.18 0.0021
O -2.91 0.26 -0.78 0.0243
H 11.69 -2.70 2.88 0.0000
H 1.03 0.70 2.58 0.0065
H -1.04 -1.69 2.44 0.0133
N -5.11 -0.02 -5.43 0.0000
H 3.55 0.46 -0.36 0.0003
H -7.90 -2.44 -2.17 0.0000
H -0.21 3.97 -2.46 0.0138
H -1.35 0.71 -2.60 0.0002
H -6.01 0.11 -5.01 0.0000
H -7.45 4.02 -1.67 0.0019
C -6.86 3.96 -2.59 0.0014
N 6.26 -1.10 2.31 0.0001
H -8.03 -1.25 0.99 0.0000
O 7.75 2.37 -0.29 0.0004
H 7.80 1.97 5.67 0.0001
H -3.14 -1.62 -1.75 0.0001
C -1.04 -2.31 1.55 0.0130
H -8.43 1.05 4.53 0.0001
N -7.23 2.68 -3.27 0.0001
C 7.10 0.47 -1.79 0.0001
H 7.17 -3.03 2.22 0.0000
O -4.54 1.90 -4.62 0.0002
H -10.34 -2.02 0.40 0.0000
N -0.69 -1.19 -2.02 0.0004
H -3.83 -0.15 -2.57 0.0002
C 6.26 0.15 3.05 0.0006
H 6.95 -0.81 -0.04 0.0000
C 3.69 -3.65 -0.15 0.0005
O -9.06 -2.92 1.74 0.0000
H -7.46 3.15 3.66 0.0049
H 8.25 -3.90 -3.40 0.0000
C 2.82 -0.09 0.24 0.0038
H -6.35 2.52 4.93 0.0160
C 1.61 2.32 3.57 0.0778
N 0.04 3.45 -3.30 0.0041
H -7.11 4.81 -3.22 0.0001
H 6.25 1.17 0.15 0.0001
C 6.67 1.61 -0.75 0.0004
C 7.24 -2.07 2.74 0.0000
C 7.37 -2.02 -1.72 0.0000
H 7.14 0.68 2.69 0.0000
C -5.62 2.23 3.12 0.0714
C -0.90 2.81 -3.96 0.0025
C 10.95 -1.93 2.66 0.0000
H -10.52 -3.78 0.62 0.0000
H -4.70 -3.59 2.68 0.0001
H -1.91 -0.57 -3.65 0.0000
H -5.22 7.27 -2.92 0.0002
N 2.65 -3.36 -0.89 0.0002
H -3.60 -2.88 0.36 0.0001
C -5.34 4.20 -2.41 0.0039
H -4.89 3.29 -2.80 0.0002
O -4.96 3.50 2.78 0.1405
H 5.81 -0.82 4.90 0.0006
H -6.89 -1.30 -1.08 0.0000
H -4.19 -2.08 3.32 0.0114
H -8.83 -1.09 2.64 0.0000
H 8.74 -0.65 2.97 0.0000
C -8.02 0.41 -2.66 0.0001
H -6.17 -2.84 1.08 0.0001
C 8.74 1.74 0.39 0.0000
H 8.71 -1.26 1.36 0.0000
H -0.20 1.38 3.68 0.1126
H 3.49 -0.77 0.76 0.0003
O 2.73 2.41 2.99 0.0164
H 9.56 2.35 0.75 0.0000
H -2.34 1.55 -5.55 0.0000

# 2
165
Properties=species:S:1:pos:R:3:lowdin_spin:R:1 method="wB97M-V/def2-TZVPD" homo_lumo_gap_ha="0.1744 / 0.2862" relative_energy_kj_mol=443.5 total_charge=-1 lumo_energy_ev="1.3 / 1.3" e_tot_ev=-137796.2094 homo_ev="-3.452 / -6.496" multiplicity=5
S 2.34 1.22 1.96 0.0098
O 6.90 -0.75 -2.63 0.0000
H -4.86 0.38 3.59 0.0000
O 4.62 5.49 -1.01 0.0000
C -4.18 -1.63 3.36 0.0000
H -0.33 2.23 3.90 -0.0001
N 0.46 -0.10 4.83 0.0001
H 5.01 -1.89 -2.87 0.0000
H 5.04 -0.27 -3.18 0.0000
N 0.85 4.20 -0.27 0.0001
H -1.38 4.91 0.89 0.0000
H 3.12 3.08 -4.11 0.0000
S -0.32 -2.64 1.68 0.0121
H 7.10 -1.16 -4.69 0.0000
H 1.10 1.30 -1.44 0.0023
H -5.73 -5.05 -1.44 0.0000
O -6.27 -2.74 2.81 0.0000
O -4.01 -5.22 -2.43 0.0000
H 3.29 -1.82 -0.90 0.0001
H -0.69 0.11 -2.43 0.0006
C 5.49 -0.98 -2.49 0.0000
H -2.47 -4.72 -1.11 0.0000
C 0.82 0.99 -3.70 0.0012
N -2.83 -2.06 -0.69 0.0002
H -1.48 1.15 3.46 0.0003
H -4.68 -1.24 -2.02 0.0000
H 6.76 -1.46 -0.08 0.0000
H 7.23 0.59 -4.17 0.0000
O -0.10 -2.09 0.36 0.0260
C -0.51 0.80 5.45 0.0000
H -5.41 -6.70 -1.90 0.0000
C -2.00 2.26 -1.00 0.0014
C -5.06 -2.20 2.25 0.0000
C 0.26 -2.99 -4.86 0.0000
Cr 0.29 -0.15 0.80 3.7251
H -4.26 0.68 0.16 0.0002
H -2.49 3.20 -1.26 0.0000
C 3.92 4.81 -2.03 0.0000
H 5.03 5.61 0.95 0.0000
H -0.61 8.77 2.34 0.0000
H -3.38 4.01 4.29 0.0000
C -0.15 7.89 1.89 0.0000
H 1.33 -3.35 -0.34 0.0000
H 3.52 -5.87 -2.64 0.0000
H -2.58 -2.41 0.22 0.0000
C 0.48 -8.22 -1.50 0.0000
H -4.58 -6.03 -0.55 0.0000
H -4.13 -2.47 -3.26 0.0000
C 0.58 -1.48 -3.05 0.0004
H -1.08 5.32 -1.79 0.0000
H -3.92 -2.50 3.97 0.0000
H -0.28 2.18 7.14 0.0000
H 0.30 -2.14 -2.22 0.0001
H 1.86 0.81 -3.96 0.0001
H -0.95 2.53 -1.10 0.0006
O 0.96 1.55 1.66 0.0280
H -1.93 -2.17 -1.15 0.0000
C -4.64 3.91 1.09 0.0001
C 1.34 -6.07 -0.94 0.0000
H 1.63 -1.69 -3.26 0.0000
O -0.24 -1.92 -4.08 0.0002
H 1.86 -6.40 -0.04 0.0000
H 4.79 3.99 0.47 0.0000
H -0.05 5.19 1.98 0.0000
H 1.27 3.90 0.59 0.0000
C -0.27 6.00 -1.53 0.0000
H 5.22 0.38 -0.80 0.0000
H 1.83 -0.16 -1.46 0.0028
H 5.48 -2.59 -0.07 0.0000
N 2.18 -3.86 -0.50 0.0002
H -5.85 -0.75 4.55 0.0000
H -2.33 -0.03 0.03 0.0032
N 3.21 2.54 -1.49 0.0003
C 5.68 -1.52 0.04 0.0001
H -2.29 0.25 1.52 0.0030
H -4.09 1.36 1.67 0.0001
O 3.35 2.13 1.35 0.0029
C -7.07 -3.25 1.80 0.0000
H -4.50 -3.29 -0.41 0.0000
H 5.35 -1.25 1.04 0.0001
C 0.31 1.58 6.44 0.0000
C 5.04 -0.67 -1.04 0.0000
O 0.66 -3.67 2.01 0.0030
H 1.48 4.02 -1.04 0.0000
H 5.20 3.07 -1.83 0.0000
H -3.07 2.80 3.07 0.0000
H 4.69 3.56 -4.33 0.0000
N 0.95 0.31 -1.34 0.0366
C -3.16 -4.28 -1.83 0.0000
H -6.57 -4.08 1.32 0.0000
H 3.34 2.79 -0.51 0.0000
C 4.11 2.89 -3.70 0.0000
H 0.71 7.41 2.35 0.0000
H 0.80 0.98 7.21 0.0000
H -2.53 -1.79 2.44 0.0000
C 7.40 -0.45 -3.91 0.0000
N 3.58 -0.86 -0.97 0.0005
H 1.15 0.47 4.36 0.0000
C -2.40 1.83 0.44 0.0054
O -1.03 6.88 1.39 0.0000
N -1.81 0.55 0.68 0.0376
H -4.43 -3.01 1.88 0.0000
C -1.13 1.65 4.36 0.0003
O -0.11 -1.41 2.39 0.0424
H -7.28 -2.53 1.00 0.0000
O 2.55 1.20 3.40 0.0021
C -0.53 5.57 1.08 0.0000
C 0.37 -0.04 -2.63 0.0049
C -4.84 -0.49 4.25 0.0000
C -4.60 -2.29 -2.29 0.0000
H 4.20 -4.36 -1.95 0.0000
C 4.21 3.35 -2.20 0.0000
H 0.50 5.92 -2.29 0.0000
C 3.60 -5.25 -1.75 0.0000
H -2.15 2.60 1.17 0.0001
H -4.24 -0.34 5.15 0.0000
H -5.56 -2.80 -2.37 0.0000
H 2.09 -4.32 0.39 0.0000
H -4.77 3.54 2.11 0.0000
H 0.48 8.27 1.08 0.0000
H -0.07 -0.47 4.06 0.0001
H 0.35 -5.87 -0.53 0.0000
H -5.49 4.56 0.92 0.0000
H 8.49 -0.47 -3.95 0.0000
H -5.20 -1.47 1.45 0.0000
H 0.16 0.89 -4.56 0.0004
H 3.49 -0.51 -0.03 0.0002
H -0.50 -3.39 -5.53 0.0000
H -2.55 -3.84 -2.62 0.0000
H 4.35 5.28 -2.91 0.0000
H 1.26 6.22 0.07 0.0000
H -1.27 0.20 5.96 0.0000
C 0.42 5.57 -0.19 0.0000
C -3.81 -3.00 -1.20 0.0000
H -1.87 4.06 3.42 0.0000
C -2.59 3.38 3.87 0.0000
H 4.42 1.85 -3.80 0.0000
H -3.76 4.52 0.90 0.0000
O -4.78 2.69 0.28 0.0009
H 0.79 2.04 -3.42 0.0001
C -3.92 1.61 0.62 0.0014
H 0.90 -8.62 -0.57 0.0000
O 1.24 -7.10 -1.92 0.0000
H -2.36 1.53 -1.72 0.0001
N -2.98 -1.01 2.90 0.0002
C 4.43 5.00 0.27 0.0000
H -8.04 -3.59 2.15 0.0000
O 2.37 -0.12 1.38 0.0382
H 1.08 -2.73 -5.52 0.0000
H 1.68 -4.40 -2.37 0.0000
Cs 3.04 -2.27 3.59 0.0006
H 3.48 1.57 -1.50 0.0000
H -2.43 -0.84 3.73 0.0000
H -0.55 7.05 -1.50 0.0000
H -0.55 -7.90 -1.37 0.0000
H 0.45 -9.04 -2.21 0.0000
O -1.68 -3.01 1.72 0.0026
C -4.93 -5.78 -1.55 0.0000
H 0.97 2.19 5.83 0.0000
O -2.17 2.51 4.84 0.0001
C 2.11 -4.86 -1.48 0.0000
H 3.36 5.03 0.50 0.0000
H 2.89 5.14 -2.14 0.0000
H 4.04 -5.84 -0.94 0.0000
H 0.55 -3.82 -4.22 0.0000